Entry from OMol25: a structure of composition C12H50AsF6N24O13 (ωB97M-V with the def2-TZVPD basis set).

```
106
Properties=species:S:1:pos:R:3:forces:R:3
As 0.252695 -0.593994 0.156612 1.9918 1.0561 0.2786
F -0.139269 -2.270381 0.695792 0.7405 2.2833 -0.6093
F 1.822360 -0.456888 1.138744 -2.7552 -0.2018 -1.1704
F 0.567770 1.088015 -0.477193 -0.2177 -1.7981 0.8045
F -1.187496 -0.608638 -0.885788 1.2065 0.8413 0.9802
F -0.681818 0.141531 1.440370 0.9401 -0.3284 -0.7756
F 1.317381 -1.173318 -1.136182 -1.3140 0.2741 0.5642
C 4.523195 1.110891 -1.339852 -1.8432 3.2958 2.6856
O 5.016260 0.047573 -1.366867 4.0836 -4.5601 -0.7838
N 4.985601 2.178358 -0.674201 2.7748 2.0980 0.9220
N 3.269210 1.268038 -1.617991 -4.3157 -0.9322 -1.9143
H 5.931496 2.176383 -0.320087 -0.1625 -0.2276 -0.2431
H 4.571788 3.099527 -0.691630 -0.3290 -0.3921 -0.4074
H 2.643766 1.938236 -1.193998 0.2797 0.6572 -0.4559
H 2.829620 0.367737 -1.745713 -0.2408 0.2343 -0.3476
C -1.115824 4.232659 2.822276 -1.8422 -1.8079 -6.3090
O -1.273944 4.187527 1.592070 0.6494 0.8452 -0.1570
N -0.949902 5.219849 3.552335 2.3095 8.5309 4.4761
N -1.329114 3.217204 3.548663 -0.6083 -5.9502 2.3548
H -0.845030 5.072774 4.546047 -0.1235 0.3663 -0.2857
H -0.790553 6.176799 3.271330 -0.1250 -0.4168 -0.4518
H -1.013219 3.255896 4.507208 -0.3075 -1.0363 -0.3010
H -1.483371 2.377540 3.008957 0.2320 -0.4454 0.7094
C 4.628888 -0.351054 2.854974 -1.9702 -1.9750 0.5294
O 4.811361 0.114074 3.934098 1.0539 1.4255 3.2759
N 5.120114 0.180850 1.765697 1.7945 1.8148 -2.1854
N 3.877993 -1.436001 2.646064 -0.8379 -1.6058 -0.4759
H 5.182634 -0.360769 0.915488 0.2392 0.1705 -0.0143
H 5.911358 0.713963 2.097074 0.1711 0.3417 -0.9818
H 3.359950 -1.401185 1.779731 -0.1053 -0.6096 0.2364
H 3.433371 -1.860607 3.447386 -0.2239 0.2837 -0.1171
C -1.316954 -3.460204 -2.698479 -1.4209 -4.8314 -2.8646
O -1.845677 -4.398627 -3.265221 0.1321 -1.5415 -2.1069
N -1.969609 -2.888006 -1.804375 -4.8493 4.1990 6.1242
N -0.120023 -3.037338 -2.771627 6.2164 1.8215 -1.3203
H -2.807697 -3.322143 -1.444865 0.2457 -0.0365 -0.1252
H -1.674532 -1.993948 -1.438756 -0.2925 -0.8146 0.1085
H 0.520223 -3.284013 -3.512797 -0.3662 -0.3427 0.1755
H 0.288997 -2.575455 -1.971953 -0.0564 -0.2503 -0.4840
C -0.258498 -0.026423 -5.582332 2.4829 -3.0199 -3.0423
O 0.122358 -0.796882 -6.436087 0.4539 -1.5519 -1.9416
N -0.669166 1.144445 -5.790972 -3.3869 6.4281 -3.5865
N -0.071799 -0.187920 -4.353004 0.6709 -2.1955 7.8497
H -0.783347 1.380481 -6.766340 -0.3663 0.1158 0.2651
H -1.173240 1.653528 -5.079041 0.2925 0.3334 -0.2629
H 0.527671 -0.904249 -3.968791 -0.6482 0.0267 -0.2372
H -0.558910 0.458759 -3.749165 0.7129 -0.1708 0.5803
C -1.638587 3.001368 -2.554591 -2.4513 3.6507 2.6905
O -1.271543 2.254669 -3.364260 2.7803 -4.8984 -3.9193
N -2.676555 3.754454 -2.817987 -3.4764 1.7883 -1.3996
N -1.117004 3.240428 -1.395063 3.6462 -1.2830 3.1662
H -3.106453 4.342950 -2.118735 -0.0908 -0.3447 -0.1928
H -3.237346 3.264718 -3.500455 -0.6086 0.7501 0.0144
H -0.361553 2.583086 -1.263543 0.4522 0.3824 0.5303
H -1.441656 3.644300 -0.528127 -0.4685 0.3501 -0.6144
C -2.826851 -1.637799 3.511611 0.7785 -2.3479 1.2510
O -2.152996 -2.636129 3.426839 1.7104 -1.6816 -1.0666
N -3.901001 -1.628115 4.180358 -7.0277 -1.9142 5.3559
N -2.620495 -0.487153 3.054640 3.1727 4.5285 -3.2592
H -4.299434 -0.824082 4.643915 0.2015 0.1226 -0.5839
H -4.107206 -2.457400 4.718752 0.1272 -0.0868 -0.2230
H -3.105923 0.315979 3.428055 0.4395 -0.0738 -0.7180
H -1.758044 -0.531779 2.530906 -0.1627 1.5041 -0.0256
C 1.997904 4.062603 0.270084 0.8795 -1.8235 -2.6566
O 2.032371 3.763884 -0.929438 -0.4136 0.7279 -0.2439
N 2.478965 3.190649 1.140399 0.0203 -0.1987 1.5748
N 1.587899 5.205179 0.761039 -0.5916 2.1031 0.7137
H 2.821792 2.332393 0.733003 0.2194 -0.0983 0.9682
H 2.630211 3.579159 2.060336 0.4870 -1.2635 0.0660
H 1.593376 5.292794 1.767216 -0.3061 0.6370 -0.4795
H 1.375936 5.944381 0.106242 -0.1592 -0.1008 0.5087
C -5.087531 -0.455416 -2.911960 -2.1649 0.9436 -0.0713
O -5.621802 0.318049 -3.686994 -0.3942 0.2864 -0.7971
N -5.731550 -1.182135 -2.029326 -3.9930 -1.5823 2.1442
N -3.833808 -0.644903 -2.776282 5.3499 0.7993 -1.0775
H -6.736817 -1.125106 -2.108593 0.1663 -0.1561 0.3896
H -5.330996 -1.689399 -1.253217 -0.0095 0.0851 -0.4340
H -3.422218 -1.322763 -2.150819 0.0429 -0.0011 -0.7317
H -3.353302 -0.291231 -3.591219 0.9191 -0.2023 0.4445
C -4.458409 2.151921 0.913727 -0.6103 -0.5242 -0.9849
O -5.207037 2.831021 1.565086 -0.4861 1.2251 1.6207
N -4.826334 1.102638 0.202303 -0.5354 -2.0661 -1.1345
N -3.159545 2.345178 0.682060 2.7510 2.3799 1.4908
H -5.767306 0.738765 0.154678 0.4578 0.2089 -0.2826
H -4.043135 0.879373 -0.395066 -1.2014 -1.2626 -0.6129
H -2.725697 3.101628 1.191621 -0.0022 0.1488 -0.1622
H -2.479122 1.862246 0.112928 -0.7017 -0.4784 -0.0032
C 3.862958 -3.689267 -1.181741 -2.3310 -2.5913 0.1916
O 2.917889 -4.501677 -1.054463 0.8980 0.9282 0.1819
N 3.731459 -2.417885 -1.419674 -2.2248 2.3576 -0.6321
N 5.126534 -4.020566 -1.129666 3.7199 -1.4839 0.3086
H 2.755814 -2.173737 -1.512419 0.5773 0.5065 -0.0434
H 4.463556 -1.738122 -1.568180 -0.2583 0.0847 0.0965
H 5.792451 -3.301560 -1.373968 0.1551 -0.5485 0.2384
H 5.443525 -4.945539 -0.876593 -0.2419 0.3397 -0.1926
C 1.975237 -4.149919 3.747569 -3.1098 1.8495 -2.4431
O 1.663349 -3.457486 4.648261 -1.2522 3.9572 3.7032
N 1.510847 -4.006446 2.510360 -0.4226 0.5744 -2.2220
N 2.648864 -5.183834 3.965922 4.1717 -5.5743 0.7461
H 0.790865 -3.319015 2.339583 0.2450 -0.2067 -0.0543
H 1.765541 -4.668116 1.791034 -0.3038 0.4098 -0.1369
H 2.853053 -5.295431 4.948748 0.4909 -0.6127 -0.4916
H 2.925153 -5.763354 3.186225 0.2794 -0.3447 0.8051
O -2.564508 -3.875170 1.062085 -0.5436 -0.4091 -0.8623
H -1.742071 -3.693677 0.607222 0.1895 -0.0144 -0.1343
H -2.488783 -3.404196 1.891959 0.2498 0.1434 0.7231
```
Forces are in eV/Å.

As for the charge: -1. The HOMO energy comes out at -6.54 eV. The calculation puts the orbital gap at 0.2853 hartree. For the lowest unoccupied orbital energy, the calculation gives 1.22 eV.

Entry from OMol25: an isolated molecule of C12H6ClF5O5 (ωB97M-V with the def2-TZVPD basis set).

```
29
Properties=species:S:1:pos:R:3:forces:R:3
O 1.690520 1.745733 5.437034 -1.0137 -0.3724 0.8091
O 0.366940 3.471227 3.394469 0.2711 -3.9660 -2.1405
F 2.051626 -0.643335 -4.276703 -0.6573 1.1769 0.2717
F 2.215964 1.101941 -3.016653 -0.4461 0.7682 -1.1740
F 0.970792 1.136230 -4.912782 0.3623 0.3389 0.9052
F -0.185978 -1.275476 -3.385113 1.4920 -1.8374 -0.3594
F -0.982482 0.566641 -3.325104 0.9031 1.8739 0.8165
Cl 0.286850 3.999126 0.590278 0.0487 -0.9905 0.0502
O 0.327555 -0.069043 5.599458 -0.6817 0.9388 -1.6643
O 0.353477 -1.333680 3.440209 1.0386 0.3100 -0.0084
O -0.268419 -1.096502 -0.835745 -0.5175 -1.4125 1.4907
C 0.856879 1.029903 4.945519 1.8699 0.5540 -1.1109
C 0.459459 2.371707 2.722380 0.2112 3.2414 6.1484
C -0.078376 -1.228185 0.530558 0.2167 3.5310 1.2340
C 0.389953 2.414981 1.321399 0.5817 -1.7385 -2.4661
C 0.452545 -0.138971 2.817305 -0.4648 0.4883 -0.0505
C 0.303343 -0.101267 1.336918 -0.0561 -1.2722 -1.9905
C 0.625331 1.048222 3.498444 -1.4103 0.1607 -2.3939
C 0.465934 1.229309 0.628812 -1.3765 0.0773 0.0708
C 1.346410 0.468741 -3.836663 2.0890 -2.0852 -0.6274
C 0.262293 1.206629 -0.893676 -0.6129 0.9946 2.0205
C 0.210311 -0.062285 -2.993856 -3.8948 -1.2148 0.0935
C 0.492705 -0.100917 -1.496273 2.8569 -1.6371 0.7955
H 0.767926 -0.001324 6.411392 0.9355 -0.1906 2.5904
H 0.678115 -1.209623 4.389287 -0.9995 -0.2735 -1.3912
H -0.425128 -2.150656 1.043919 0.3704 0.5326 -1.0398
H -0.765134 1.535853 -1.087767 -0.0081 -0.1473 0.0153
H 0.876028 1.932604 -1.351225 0.7764 0.9555 -0.3855
H 1.600695 -0.501449 -1.349690 -1.8844 1.1961 -0.5094
```
Forces are in eV/Å.

As for the charge: 0. The HOMO energy comes out at -9.02 eV. Its energy above the lowest of the compared OMol25 structures with the same formula, charge and spin is 222.7 kJ/mol. Its SMILES is O=C(O)C1=C(O)C2=CO[C@@H](C(F)(F)C(F)(F)F)CC2=C(Cl)C1=O. The calculation puts the orbital gap at 0.2841 hartree. For the lowest unoccupied orbital energy, the calculation gives -1.28 eV.

Entry from OMol25: an isolated molecule of C12H6F2N2O2 (ωB97M-V with the def2-TZVPD basis set).

```
24
Properties=species:S:1:pos:R:3:forces:R:3
N -0.065977 -3.472049 2.725737 -1.0306 0.8311 -1.7547
F -1.549508 3.831997 -0.485417 1.5742 -1.1617 -0.0792
F -0.416870 3.756023 -2.257407 0.5436 -0.9991 -0.1576
C -0.547017 -3.003959 1.769729 0.7463 -0.0708 0.7614
O 0.757713 3.423836 -0.335185 -0.5346 -0.9418 -0.4340
O -0.630855 1.759389 -1.003603 -1.1856 1.8657 -1.2299
C -1.025225 -2.401847 0.539762 -1.1099 1.1896 -1.8981
C -0.558232 -1.213875 -0.202906 1.1711 0.5838 -1.1329
C -2.098685 -2.862016 -0.231452 0.5926 1.3720 -1.0273
C -1.206613 -1.135948 -1.460682 0.3461 0.3644 1.9864
C 2.452582 0.543082 1.392351 1.3587 0.1163 0.3251
C 2.325951 1.867477 0.906418 1.6275 -0.0796 0.8719
C 1.508934 -0.435584 1.077442 1.1092 0.5239 -0.7020
C 1.216099 2.145431 0.163820 -0.4673 2.0976 -0.2544
C 0.322517 1.212912 -0.201581 -0.2183 -2.8534 0.1095
C 0.464283 -0.176411 0.181498 -1.1499 0.5915 0.2148
N -2.223342 -2.038784 -1.420936 -1.0004 -2.7391 0.5202
C -0.444006 3.199714 -1.057848 0.1997 -0.8108 2.4460
H -2.747787 -3.681599 0.043780 -0.1464 0.1736 -0.5337
H -0.998189 -0.445950 -2.315013 -0.4933 -0.7827 1.1226
H 3.389592 0.151876 1.965260 -1.8105 1.2703 -1.0495
H 3.122950 2.625601 1.037218 -0.7196 -0.5620 0.1582
H 1.862955 -1.413953 1.380141 -0.9570 -0.3046 -0.0487
H -2.911269 -2.235364 -2.211128 1.5545 0.3257 1.7861
```
Forces are in eV/Å.

As for the charge: 0. The HOMO energy comes out at -8.53 eV. Its energy above the lowest of the compared OMol25 structures with the same formula, charge and spin is 0.0 kJ/mol. Its SMILES is N#Cc1c[nH]cc1-c1cccc2c1OC(F)(F)O2. The calculation puts the orbital gap at 0.3308 hartree. For the lowest unoccupied orbital energy, the calculation gives 0.47 eV.

Entry from OMol25: a cluster of 2 separate species, C12H6F3N4O7S in total (ωB97M-V with the def2-TZVPD basis set).

```
33
Properties=species:S:1:pos:R:3:forces:R:3
N 1.908960 1.314345 -0.683439 -1.5175 0.0057 0.5301
C 1.654863 2.540888 -0.078581 1.4671 0.0354 -0.5645
O 0.546358 2.811784 0.410699 -0.5565 -0.2735 0.0641
C 2.768217 3.490175 -0.070682 -0.6423 -0.3443 0.0613
C 3.971292 3.181552 -0.649175 -0.2089 -0.1420 0.0252
C 4.155187 1.915883 -1.230602 -0.2019 -0.7818 -0.2050
C 3.072205 1.015538 -1.195676 1.5109 0.9972 -0.2270
H 2.553479 4.438410 0.408851 0.1973 0.0539 -0.0659
H 4.774697 3.918899 -0.653545 -0.0775 -0.1509 -0.0020
H 5.087296 1.610398 -1.700272 -0.0998 0.1389 0.1247
H 3.193890 0.010569 -1.622158 -0.0796 0.2621 0.0783
O -0.219872 -1.415670 3.399258 0.3350 -0.2338 -0.6275
S 0.349944 -1.277164 2.079888 0.0240 1.1392 -0.0398
O 1.527399 -0.492855 1.813957 -0.9456 -0.8864 0.2350
C 0.791456 -3.042053 1.533109 -0.0447 0.1267 -0.2839
F 1.739053 -3.514504 2.361015 -0.6550 0.2585 -0.6028
F -0.293798 -3.845884 1.591208 0.7372 0.4673 -0.0638
F 1.263581 -3.031985 0.266275 -0.3883 -0.1141 1.0188
C -0.997920 -0.786869 0.978403 0.7807 0.2207 -1.1158
C -0.719150 -0.140519 -0.232050 0.3239 -0.3809 1.0497
C -1.762965 -0.020908 -1.145050 -0.2430 -0.1371 -1.4492
N -1.667343 0.166053 -2.526252 0.0788 -0.1772 0.7048
O -0.776358 0.510648 -3.278266 -1.1859 -0.4433 0.8386
O -2.922553 -0.234639 -3.048323 0.9066 0.7698 0.3345
N -3.788467 -0.602712 -2.051314 1.1689 0.3556 1.7996
C -3.070291 -0.468871 -0.899451 -1.6950 -1.1067 -1.6898
C -3.373063 -0.987027 0.407671 1.3449 0.1004 0.8115
N -4.707454 -1.390350 0.789134 -1.9978 -0.6904 1.0958
O -5.675784 -1.190726 0.030389 2.1467 -0.1478 0.9358
O -4.838774 -1.922665 1.916050 0.3381 0.8242 -1.8293
C -2.307674 -1.174997 1.309768 -1.6104 0.0524 -0.8695
H 0.256412 0.254285 -0.502677 0.9282 0.1373 0.0436
H -2.492824 -1.639031 2.271837 -0.1387 0.0647 -0.1154
```
Forces are in eV/Å.

As for the charge: -1. The HOMO energy comes out at -3.74 eV. Its energy above the lowest of the compared OMol25 structures with the same formula, charge and spin is 0.0 kJ/mol. The calculation puts the orbital gap at 0.1480 hartree. For the lowest unoccupied orbital energy, the calculation gives 0.29 eV.